This record from the OMol25 dataset describes a cluster of 10 separate species, C43H57N10O4 in total at a distorted geometry. The level of theory is ωB97M-V with the def2-TZVPD basis set.

The geometry in ORCA input format:
```
! wB97M-V def2-TZVPD RIJCOSX def2/J DEFGRID3
* xyz -1 1
C -8.8750 2.8497 0.5836
C -10.0048 1.9051 0.1295
C -9.5082 0.5531 -0.2886
O -10.2657 -0.3087 -0.6833
O -8.1706 0.3606 -0.2745
C -7.6119 -0.2311 0.9007
C -6.2427 -0.7324 0.5057
C -5.3025 0.4611 0.3029
N -4.5871 0.3965 -0.9817
C -4.2886 0.6506 1.4336
O -3.8051 -0.3677 1.9882
O -4.0263 1.8292 1.6935
H -7.9068 2.3779 0.6424
H -8.7980 3.6538 -0.1379
H -9.1685 3.3052 1.5161
H -10.7115 1.8001 0.9429
H -10.5574 2.3046 -0.7083
H -8.2218 -1.0333 1.3034
H -7.4667 0.5486 1.6456
H -5.8719 -1.4749 1.2006
H -6.3814 -1.2250 -0.4566
H -5.9197 1.3538 0.3299
H -4.7367 1.2471 -1.5004
H -4.9409 -0.3588 -1.5488
N -1.7571 -0.7587 4.1383
C -1.8641 -1.9596 4.7683
C -0.9475 -1.9935 5.7919
C -0.2643 -0.7497 5.7736
C -0.7932 -0.0117 4.7390
H -2.3146 -0.4664 3.3410
H -2.5818 -2.6896 4.4366
H -0.7884 -2.8134 6.4730
H 0.5199 -0.4307 6.4424
H -0.5645 0.9793 4.3845
N 3.1162 -0.4156 5.2212
C 3.4918 0.7700 5.7842
C 4.7670 0.6253 6.2642
C 5.1781 -0.7033 5.9737
C 4.1367 -1.3181 5.3281
H 2.2198 -0.5974 4.7957
H 2.8220 1.6125 5.7954
H 5.3408 1.3862 6.7660
H 6.1268 -1.1551 6.2114
H 4.0343 -2.3164 4.9383
N 4.8176 0.1430 1.4016
C 3.6182 0.5660 1.9003
C 3.0953 1.4801 1.0255
C 4.0162 1.6112 -0.0487
C 5.0665 0.7719 0.2123
H 5.4207 -0.5251 1.8434
H 3.2457 0.1796 2.8315
H 2.1572 1.9958 1.1407
H 3.9169 2.2476 -0.9122
H 5.9654 0.5687 -0.3400
N 7.9352 -0.0942 -2.1233
C 9.1384 -0.0172 -2.7684
C 9.7206 -1.2542 -2.7245
C 8.8278 -2.1146 -2.0280
C 7.7364 -1.3688 -1.6722
H 7.2957 0.6688 -2.0007
H 9.4750 0.9075 -3.1998
H 10.6778 -1.5148 -3.1463
H 8.9673 -3.1616 -1.8128
H 6.8395 -1.6351 -1.1398
N -4.4969 3.8579 -0.5143
C -4.8502 3.5607 -1.8004
C -5.2825 4.7149 -2.3994
C -5.1804 5.7523 -1.4346
C -4.6909 5.1895 -0.2847
H -4.1482 3.1954 0.1627
H -4.7658 2.5564 -2.1779
H -5.6315 4.8052 -3.4145
H -5.4361 6.7901 -1.5688
H -4.4658 5.6219 0.6747
N -11.3106 -0.7433 2.3705
C -10.5248 -1.1508 3.4133
C -11.2203 -0.9385 4.5740
C -12.4784 -0.3839 4.2171
C -12.5029 -0.2786 2.8514
H -11.0605 -0.7747 1.3958
H -9.5421 -1.5542 3.2440
H -10.8667 -1.1565 5.5675
H -13.2727 -0.0962 4.8854
H -13.2635 0.0863 2.1826
N -4.8047 -3.0388 -2.8899
C -4.4900 -3.8578 -3.9409
C -3.2688 -4.4190 -3.6812
C -2.8323 -3.9206 -2.4219
C -3.8019 -3.0733 -1.9598
H -5.6439 -2.4953 -2.8130
H -5.1585 -3.9690 -4.7772
H -2.7457 -5.1102 -4.3209
H -1.9124 -4.1571 -1.9149
H -3.8655 -2.4936 -1.0530
N 12.0616 -4.0732 -2.8747
C 13.3699 -4.2912 -2.5405
C 14.0295 -4.6964 -3.6694
C 13.0810 -4.7196 -4.7280
C 11.8777 -4.3281 -4.2058
H 11.3451 -3.7712 -2.2407
H 13.7165 -4.1402 -1.5329
H 15.0749 -4.9473 -3.7311
H 13.2625 -4.9916 -5.7540
H 10.9106 -4.2095 -4.6636
N 9.7194 2.7729 -5.3593
C 8.5162 3.1966 -4.8613
C 7.9978 4.1092 -5.7392
C 8.9221 4.2388 -6.8107
C 9.9715 3.4009 -6.5478
H 10.3248 2.1044 -4.9227
H 8.1348 2.8145 -3.9305
H 7.0599 4.6261 -5.6275
H 8.8256 4.8739 -7.6748
H 10.8719 3.1978 -7.1012
*
```

Computed properties:
Highest occupied orbital energy: -5.72 eV